C43H38GeIN9SSeTi as an isolated structure in a non-equilibrium geometry. Source: the Open Molecules 2025 dataset; level of theory: ωB97M-V/def2-TZVPD.

Values from the calculation:
Kohn-Sham gap (spin up / spin down)   6.801 / 6.959 eV
ΔE to the lowest compared entry with this formula, charge and spin   54.0 kcal per mole
Largest force on an atom   1.94 eV/Å
E_HOMO (spin up / spin down)   -0.5690 / -0.5703 Ha
LUMO energy (spin up / spin down)   -8.68 / -8.56 eV
E_tot   -222511.3871 eV
2S+1   2
Total charge   +3

XYZ file:
```
95
Properties=species:S:1:pos:R:3:lowdin_charge:R:1
Ti -0.0077 0.4771 -1.2857 1.036
N 2.8006 -1.2181 -4.0097 0.216
C 2.0613 -0.4329 -4.8877 -0.155
C 2.2147 -0.1430 -6.2371 0.022
C 1.2517 0.6630 -6.8063 -0.036
C 0.1649 1.1461 -6.0609 -0.037
C 0.0272 0.8543 -4.7197 -0.047
C 1.0175 0.0759 -4.1260 -0.225
N 1.1700 -0.3739 -2.7909 -0.006
C 2.2365 -1.1687 -2.8002 -0.240
C 2.5818 -2.0690 -1.7020 -0.319
C 3.7039 -2.8246 -1.5682 -0.311
S 3.5048 -3.9343 -0.2967 1.126
C 1.9437 -3.3111 -0.0030 -0.455
N 1.5809 -2.3349 -0.7856 0.014
H 3.6092 -1.7636 -4.2602 0.183
H 3.0420 -0.5332 -6.8203 0.131
H 1.3306 0.9231 -7.8549 0.125
H -0.5749 1.7655 -6.5527 0.123
H -0.8201 1.2187 -4.1590 0.073
H 4.6273 -2.7715 -2.1333 0.099
H 1.3120 -3.7163 0.7810 0.085
Se -7.1079 0.7213 -3.8979 1.266
N -6.2366 1.7030 -2.7269 -0.201
C -5.0793 1.1268 -2.5473 -0.339
C -4.0604 1.6437 -1.6482 -0.057
C -4.2476 2.7884 -0.8694 0.068
C -3.2151 3.2133 -0.0735 -0.013
C -2.0258 2.5051 -0.0804 -0.205
N -1.8231 1.3887 -0.7779 -0.036
C -2.8490 0.9682 -1.5674 -0.143
C -2.6277 -0.2682 -2.3050 -0.144
N -1.4388 -0.8798 -2.0860 0.002
C -1.2199 -2.0528 -2.6849 -0.083
C -2.1258 -2.6353 -3.5561 0.014
C -3.3153 -1.9963 -3.8139 0.068
C -3.5926 -0.7972 -3.1540 -0.059
C -4.8457 -0.0739 -3.3011 -0.340
N -5.8160 -0.4606 -4.0836 -0.200
H -5.1887 3.3248 -0.9221 0.144
H -3.3029 4.1030 0.5346 0.136
H -1.2077 2.8759 0.5132 0.095
H -0.2903 -2.5392 -2.4453 0.102
H -1.8870 -3.5801 -4.0259 0.132
H -4.0473 -2.4039 -4.5037 0.142
N -1.1277 -0.4744 2.6021 0.004
C -0.8196 0.9474 2.9492 -0.175
C 0.5454 1.3881 2.4342 -0.162
N 0.7613 1.3425 0.9258 -0.006
H -2.1323 -0.6365 2.6345 0.115
H -0.8337 -0.6717 1.6647 0.078
H -0.8241 1.0045 4.0360 0.118
H -1.5908 1.6187 2.5782 0.115
H 1.2864 0.7830 2.9294 0.094
H 0.7029 2.4186 2.7427 0.138
H 1.7545 1.1704 0.8225 0.092
H 0.6336 2.2875 0.5966 0.033
I -0.3517 3.9136 -2.5815 0.887
C 0.9416 2.3199 -1.9184 -0.720
H 1.5586 2.7881 -1.1520 -0.036
H 1.5886 2.1801 -2.7732 -0.039
C -2.4329 -5.7486 2.0159 -0.048
C -1.5223 -5.8610 3.0605 -0.046
C -0.8635 -4.7328 3.5299 -0.099
C -1.1022 -3.4814 2.9557 -0.289
C -2.0055 -3.3824 1.8963 -0.126
C -2.6676 -4.5118 1.4296 -0.069
Ge -0.4050 -1.9421 3.9062 1.115
C 1.5065 -1.6607 4.0155 -0.291
C 2.0863 -1.6409 5.2851 -0.081
C 3.4640 -1.5030 5.4233 -0.039
C 4.2676 -1.3898 4.2985 -0.041
C 3.6948 -1.4026 3.0286 -0.067
C 2.3226 -1.5393 2.8909 -0.153
C -1.3960 -1.5892 5.5127 -0.287
C -2.4002 -0.6304 5.6308 -0.111
C -3.1353 -0.5409 6.8054 -0.055
C -2.8768 -1.4082 7.8582 -0.041
C -1.8773 -2.3670 7.7459 -0.044
C -1.1380 -2.4622 6.5750 -0.112
H -2.9687 -6.6243 1.6681 0.121
H -1.3411 -6.8226 3.5236 0.122
H -0.1609 -4.8368 4.3527 0.108
H -2.2156 -2.4310 1.4173 0.075
H -3.3881 -4.4204 0.6244 0.111
H 1.4647 -1.7139 6.1725 0.098
H 3.9052 -1.4853 6.4125 0.124
H 5.3407 -1.2918 4.4095 0.122
H 4.3254 -1.3197 2.1491 0.109
H 1.8864 -1.5592 1.9047 0.063
H -2.6241 0.0586 4.8204 0.083
H -3.9140 0.2073 6.8945 0.118
H -3.4605 -1.3436 8.7676 0.122
H -1.6738 -3.0428 8.5678 0.122
H -0.3641 -3.2209 6.4947 0.103
```


An isolated molecule of C20H30N2O3 in a non-equilibrium geometry. Source: the Open Molecules 2025 dataset; level of theory: ωB97M-V/def2-TZVPD.

Values from the calculation:
Kohn-Sham gap   8.918 eV
ΔE to the lowest compared entry with this formula, charge and spin   49.2 kcal per mole
Largest force on an atom   1.24 eV/Å
E_HOMO   -0.2987 Ha
LUMO energy   0.79 eV
E_tot   -30349.1465 eV

XYZ file:
```
55
Properties=species:S:1:pos:R:3:lowdin_charge:R:1
O 1.7849 3.1608 -0.2783 -0.080
C 0.8879 2.9324 0.7747 -0.266
C 0.0558 1.6599 0.5978 -0.126
C 0.9106 0.3874 0.6894 -0.279
C 0.0165 -0.8571 0.5597 -0.127
N -0.5166 -0.9385 -0.7820 -0.163
C -1.5740 -1.9202 -0.9129 -0.132
C -2.7816 -1.4734 -0.1393 -0.148
C -3.4113 -2.2703 0.8193 -0.049
C -4.5049 -1.8274 1.5388 -0.087
C -5.0295 -0.5512 1.3505 0.001
C -4.4110 0.2373 0.4109 -0.197
C -3.3144 -0.2136 -0.3236 -0.158
O -2.9148 0.7663 -1.1912 0.031
C -3.7683 1.8636 -0.9575 -0.154
O -4.7169 1.5176 0.0297 0.037
C 0.5692 -1.1049 -1.7214 -0.157
C 1.4621 0.1366 -1.6310 -0.145
N 1.9912 0.3896 -0.3003 -0.113
C 3.1704 -0.3623 0.1543 -0.306
C 4.0274 0.5833 1.0117 -0.147
C 5.2327 -0.1412 1.6011 -0.199
C 6.0931 -0.7282 0.4884 -0.210
C 5.2534 -1.6551 -0.3823 -0.198
C 4.0493 -0.9180 -0.9672 -0.159
H 2.2326 2.3105 -0.4366 0.049
H 1.4333 2.8751 1.7319 0.112
H 0.2310 3.8067 0.8131 0.114
H -0.4660 1.6826 -0.3579 0.103
H -0.6945 1.6217 1.3899 0.123
H 1.3721 0.3685 1.6831 0.144
H 0.6018 -1.7646 0.8119 0.127
H -0.8104 -0.7847 1.2690 0.128
H -1.2638 -2.9258 -0.5727 0.129
H -1.8321 -1.9828 -1.9750 0.133
H -3.0256 -3.2632 0.9969 0.108
H -4.9615 -2.4790 2.2675 0.101
H -5.8768 -0.1933 1.9102 0.116
H -4.2898 2.1326 -1.8900 0.141
H -3.1762 2.7275 -0.6118 0.139
H 1.1537 -2.0227 -1.5124 0.123
H 0.1600 -1.1808 -2.7314 0.126
H 0.8496 0.9998 -1.9040 0.124
H 2.2793 0.0742 -2.3472 0.113
H 2.8611 -1.2163 0.7810 0.147
H 4.3660 1.4095 0.3834 0.125
H 3.4258 1.0067 1.8173 0.107
H 5.8211 0.5532 2.2040 0.109
H 4.8895 -0.9452 2.2572 0.115
H 6.9355 -1.2774 0.9138 0.108
H 6.4947 0.0813 -0.1249 0.114
H 5.8613 -2.0556 -1.1964 0.110
H 4.9047 -2.4987 0.2188 0.115
H 4.4023 -0.0974 -1.5954 0.125
H 3.4842 -1.6141 -1.5892 0.105
```


A 2-piece molecular cluster, C4H8NPS overall in a non-equilibrium geometry. Source: the Open Molecules 2025 dataset; level of theory: ωB97M-V/def2-TZVPD.

Values from the calculation:
Kohn-Sham gap (spin up / spin down)   7.074 / 7.046 eV
ΔE to the lowest compared entry with this formula, charge and spin   81.7 kcal per mole
Largest force on an atom   3.36 eV/Å
E_HOMO (spin up / spin down)   -0.2778 / -0.2790 Ha
LUMO energy (spin up / spin down)   -0.49 / -0.54 eV
E_tot   -25887.8320 eV

XYZ file:
```
15
Properties=species:S:1:pos:R:3:lowdin_charge:R:1
C 1.4385 0.0703 1.6369 -0.583
C 0.8766 1.0239 -0.2539 -0.317
C 2.4180 0.8306 -0.5648 -0.364
C -3.3433 -1.3529 -0.4291 -0.553
N 0.4512 0.4759 0.9822 -0.177
P -1.9256 -0.7862 0.6689 0.723
S 3.0011 -0.0190 0.9965 0.902
H 0.6730 2.1189 -0.3935 0.121
H 0.3224 0.4590 -1.0683 0.100
H 2.5998 0.3554 -1.4901 0.051
H 3.0581 1.6948 -0.5159 0.042
H -3.0404 -1.2551 -1.5658 0.046
H -4.2137 -0.7673 -0.1693 -0.020
H -3.5297 -2.4073 -0.3342 -0.021
H 1.2139 -0.4410 2.5003 0.049
```


C34H34IN7OSr as an isolated structure. Source: the Open Molecules 2025 dataset; level of theory: ωB97M-V/def2-TZVPD.

Values from the calculation:
Kohn-Sham gap   5.575 eV
ΔE to the lowest compared entry with this formula, charge and spin   32.7 kcal per mole
Largest force on an atom   0.27 eV/Å
E_HOMO   -0.1990 Ha
LUMO energy   0.16 eV
E_tot   -57227.2147 eV

XYZ file:
```
78
Properties=species:S:1:pos:R:3:lowdin_charge:R:1
Sr 0.4123 -0.3310 0.5928 1.465
C -0.8130 -3.9018 0.5577 -0.169
C 0.4865 -4.2008 1.3153 -0.104
C 1.7242 -3.7146 0.6058 -0.286
C 2.4542 -4.5587 -0.2230 -0.015
C 3.5804 -4.0703 -0.8648 -0.052
C 3.9579 -2.7543 -0.6526 -0.047
C 3.1784 -1.9791 0.1894 -0.140
N 2.0830 -2.4425 0.7984 0.035
N -1.3134 -2.5345 0.7618 -0.208
C -2.1779 -2.1185 -0.3484 -0.135
C -1.4672 -2.0602 -1.6810 -0.284
C -2.1676 -2.3066 -2.8529 -0.015
C -1.5237 -2.1406 -4.0674 -0.046
C -0.1941 -1.7547 -4.0737 -0.044
C 0.4348 -1.5528 -2.8574 -0.113
N -0.1818 -1.7027 -1.6853 0.057
C -2.0546 -2.4671 2.0234 -0.134
C -2.4445 -1.0696 2.4480 -0.274
C -3.7164 -0.7983 2.9262 -0.014
C -4.0076 0.4874 3.3592 -0.048
C -3.0267 1.4599 3.2917 -0.034
C -1.7849 1.1083 2.7861 -0.090
N -1.4989 -0.1289 2.3830 0.034
H -1.5854 -4.6263 0.8549 0.127
H -0.6363 -4.0466 -0.5079 0.122
H 0.5603 -5.2812 1.4502 0.119
H 0.4583 -3.7541 2.3107 0.114
H 2.1405 -5.5860 -0.3564 0.116
H 4.1604 -4.7116 -1.5158 0.111
H 4.8355 -2.3329 -1.1225 0.110
H 3.4216 -0.9400 0.4005 0.089
H -2.5450 -1.1081 -0.1351 0.125
H -3.0547 -2.7778 -0.4391 0.136
H -3.2095 -2.5965 -2.8101 0.119
H -2.0560 -2.2964 -4.9964 0.114
H 0.3434 -1.5925 -4.9968 0.112
H 1.4692 -1.2319 -2.8163 0.114
H -1.4245 -2.8905 2.8091 0.130
H -2.9612 -3.0894 1.9730 0.128
H -4.4644 -1.5795 2.9541 0.114
H -4.9934 0.7259 3.7369 0.111
H -3.2124 2.4755 3.6106 0.111
H -0.9860 1.8378 2.6994 0.105
C 0.5100 3.6958 0.2252 -0.079
C 1.2276 2.3990 0.4590 -0.356
N 1.6020 1.5939 -0.6946 -0.322
N 0.7984 1.6431 -1.8666 0.084
C -0.4734 1.3981 -1.7198 -0.542
O -1.1012 1.0742 -0.6478 -0.222
C -1.2650 1.4360 -2.9981 -0.143
C -0.6698 1.7241 -4.2260 -0.036
C -1.4159 1.6772 -5.3922 -0.089
C -2.7680 1.3526 -5.3479 -0.104
C -3.3692 1.0857 -4.1270 -0.094
C -2.6192 1.1266 -2.9588 -0.041
C 1.6841 2.0124 1.6974 -0.331
C 1.4868 2.8518 2.8672 -0.060
C 1.9272 2.4430 4.0837 -0.108
C 2.5795 1.1924 4.2362 -0.123
C 2.7303 0.4372 3.1032 -0.207
N 2.3219 0.7813 1.8719 -0.081
H 0.2047 3.7736 -0.8168 0.068
H 1.1369 4.5674 0.4422 0.069
H -0.3973 3.7759 0.8334 0.073
H 0.3806 1.9823 -4.2428 0.108
H -0.9456 1.9032 -6.3414 0.098
H -3.3501 1.3231 -6.2608 0.096
H -4.4256 0.8483 -4.0837 0.098
H -3.0683 0.9213 -1.9955 0.108
H 1.0142 3.8173 2.7497 0.095
H 1.7875 3.0885 4.9438 0.098
H 2.9525 0.8513 5.1904 0.079
H 3.2149 -0.5361 3.1650 0.097
I 3.6406 3.6001 -1.8439 0.616
C 2.9613 1.6398 -1.0442 -0.588
H 3.1881 0.9575 -1.8572 0.037
H 3.5884 1.4972 -0.1720 0.036
```


Molar mass values, unit g mol⁻¹, following the record order: 1039.25, 346.47, 133.16, 771.22.